1.
12
Properties=species:S:1:pos:R:3:forces:R:3 method="wB97M-V/def2-TZVPD" relative_energy_ev=5.907 multiplicity=1 charge=+1 total_energy_ha=-376.8191 smiles="C/C(=C/[NH+]=O)N=O" e_lumo_ev="-6.62 / -6.62" gap_ev="8.377 / 8.378"
C 1.274 1.052 0.000 4.72 2.30 -0.14
C 0.036 0.327 -0.042 -0.77 -1.19 -0.24
C -0.038 -1.070 -0.294 0.83 0.74 0.08
N -1.188 -1.623 -0.182 0.77 1.27 0.64
O -2.168 -0.915 0.168 -0.50 0.67 -0.26
N -1.053 0.887 0.284 -2.07 0.55 0.27
O -1.818 1.724 0.482 0.67 -0.27 -0.04
H 1.637 1.641 -0.932 -1.52 -0.54 1.47
H 2.230 0.485 0.141 -1.27 -0.90 -0.31
H 1.429 1.623 0.938 -0.83 0.49 -0.73
H 0.907 -1.525 -0.341 0.61 -1.33 -0.61
H -1.249 -2.606 -0.222 -0.64 -1.79 -0.14

=====

2.
113
Properties=species:S:1:pos:R:3:forces:R:3 method="wB97M-V/def2-TZVPD" relative_energy_ev=0.000 multiplicity=2 s2=0.7545 charge=+3 total_energy_ha=-4297.1436 e_lumo_ev="-7.78 / -7.80" gap_ev="7.109 / 7.088"
Ti 0.259 0.095 0.041 -0.75 -0.15 -0.31
O 0.166 0.112 1.921 0.58 0.24 1.03
P 1.107 -0.018 3.172 -0.36 -0.01 -0.44
C 2.680 -0.716 2.612 0.10 0.03 0.04
P 3.216 -0.141 0.971 -0.39 -0.24 -0.28
O 2.093 -0.580 -0.012 0.82 0.02 0.59
C 4.757 -0.875 0.573 0.14 -0.28 0.00
C 5.930 -0.122 0.492 -0.03 -0.03 -0.05
C 7.125 -0.760 0.195 -0.01 0.00 0.00
C 7.146 -2.130 -0.019 0.02 -0.01 0.00
C 5.977 -2.882 0.058 -0.02 0.01 0.00
C 4.779 -2.261 0.356 0.11 0.07 0.00
C 3.309 1.625 1.020 0.04 0.26 0.05
C 3.995 2.285 2.044 -0.06 0.03 -0.02
C 4.038 3.669 2.058 0.00 0.01 -0.01
C 3.401 4.397 1.058 0.01 0.02 0.01
C 2.727 3.747 0.033 0.05 0.01 0.08
C 2.687 2.360 0.009 -0.01 0.06 -0.04
C 0.395 -1.100 4.363 -0.10 -0.16 0.12
C -0.932 -0.850 4.739 0.08 -0.04 0.03
C -1.520 -1.628 5.718 0.01 -0.02 0.00
C -0.788 -2.640 6.334 -0.01 0.01 0.01
C 0.530 -2.880 5.973 0.00 0.00 -0.02
C 1.128 -2.113 4.984 -0.07 -0.01 0.01
C 1.357 1.585 3.870 -0.05 0.18 0.06
C 2.068 1.677 5.070 0.02 0.03 -0.02
C 2.263 2.917 5.654 -0.01 0.02 -0.03
C 1.734 4.056 5.054 0.01 -0.01 0.01
C 1.017 3.961 3.868 0.00 -0.03 0.00
C 0.826 2.725 3.269 0.03 0.04 0.05
H 2.574 -1.801 2.539 0.06 -0.04 0.01
H 3.452 -0.491 3.354 0.02 -0.05 -0.02
H 5.917 0.950 0.640 -0.02 0.00 0.01
H 8.038 -0.184 0.123 -0.01 -0.01 0.01
H 8.083 -2.621 -0.251 -0.01 0.01 0.00
H 6.006 -3.949 -0.117 0.00 0.01 0.01
H 3.867 -2.846 0.405 -0.01 0.01 0.00
H 4.493 1.728 2.831 0.00 0.01 -0.02
H 4.570 4.183 2.848 0.00 -0.01 -0.02
H 3.447 5.478 1.069 0.00 -0.02 0.01
H 2.268 4.321 -0.762 0.00 -0.02 0.00
H 2.235 1.859 -0.842 -0.03 -0.07 -0.02
H -1.493 -0.044 4.279 0.01 0.01 -0.01
H -2.544 -1.442 6.016 0.02 0.00 -0.01
H -1.249 -3.240 7.108 0.00 0.01 -0.01
H 1.093 -3.664 6.462 -0.01 0.02 -0.01
H 2.158 -2.309 4.715 -0.01 0.00 0.01
H 2.456 0.789 5.559 -0.03 0.01 -0.01
H 2.808 2.996 6.585 -0.01 0.00 -0.01
H 1.875 5.022 5.521 -0.01 -0.02 -0.01
H 0.605 4.853 3.413 0.00 -0.02 0.01
H 0.271 2.652 2.341 0.00 -0.02 -0.01
C -2.859 -1.730 -1.801 -0.03 -0.05 -0.01
Sb -1.894 -1.732 0.092 0.04 -0.08 -0.34
C -1.745 -3.814 0.435 0.04 -0.01 0.02
C -3.458 -1.192 1.469 0.01 0.05 -0.01
C -4.644 -0.598 0.770 0.06 -0.02 0.09
C -5.657 -1.447 0.329 -0.02 -0.03 -0.04
C -6.756 -0.963 -0.361 0.01 0.01 0.01
C -6.858 0.398 -0.614 0.01 -0.01 0.02
C -5.866 1.253 -0.163 -0.03 0.02 -0.05
C -4.752 0.778 0.528 0.03 0.10 0.05
C -3.739 1.772 1.029 0.02 -0.16 0.01
Sb -1.971 1.941 -0.177 -0.13 0.24 0.01
C -1.501 3.962 0.312 0.06 0.00 0.01
C -2.929 2.270 -2.039 -0.02 0.01 -0.02
H -3.918 -1.515 -1.662 0.00 -0.01 -0.02
H -2.741 -2.720 -2.244 -0.02 0.05 0.01
H -2.420 -0.983 -2.462 0.02 0.01 -0.01
H -2.727 -4.240 0.232 0.02 -0.04 0.02
H -1.461 -4.014 1.466 0.00 -0.01 0.01
H -1.014 -4.250 -0.242 0.00 -0.03 0.00
H -3.012 -0.530 2.209 -0.02 0.01 0.04
H -3.711 -2.130 1.961 -0.06 0.02 0.03
H -5.584 -2.510 0.540 -0.01 0.03 0.00
H -7.537 -1.640 -0.682 0.03 0.02 0.01
H -7.719 0.795 -1.135 0.02 -0.01 0.00
H -5.971 2.320 -0.324 -0.01 -0.02 0.00
H -3.425 1.583 2.056 -0.02 0.00 0.01
H -4.139 2.784 0.986 -0.08 -0.01 0.05
H -2.147 4.609 -0.279 0.01 0.03 0.04
H -0.458 4.194 0.101 -0.02 0.01 -0.01
H -1.698 4.131 1.371 0.00 0.00 -0.01
H -3.847 2.815 -1.824 -0.01 0.00 -0.06
H -3.173 1.335 -2.538 0.00 0.00 0.01
H -2.289 2.874 -2.679 -0.05 0.00 -0.01
C 0.876 -2.352 -2.397 -0.06 -0.05 0.09
C 0.467 -0.987 -2.822 0.14 -0.04 0.25
N 0.334 0.101 -2.050 0.11 0.13 -0.73
C 0.089 1.168 -2.918 -0.10 -0.10 0.26
C 0.029 0.704 -4.179 0.01 -0.12 -0.05
N 0.263 -0.656 -4.098 -0.02 0.23 -0.51
C 0.131 -1.593 -5.231 0.09 0.20 0.14
N -1.104 -2.285 -5.170 -0.02 -0.27 -0.11
N -1.193 -3.481 -4.514 -0.22 0.10 -0.06
N -2.403 -3.878 -4.535 0.06 0.26 -0.16
C -3.163 -2.941 -5.224 -0.19 -0.38 0.20
C -4.531 -2.931 -5.519 -0.04 -0.01 -0.01
C -5.008 -1.848 -6.217 0.05 0.01 -0.01
C -4.154 -0.796 -6.622 -0.04 -0.02 0.02
C -2.807 -0.797 -6.339 -0.01 -0.06 -0.02
C -2.335 -1.908 -5.631 0.10 0.22 0.00
H 1.033 -2.393 -1.322 -0.01 0.02 0.01
H 1.823 -2.612 -2.876 0.00 0.02 0.01
H 0.147 -3.103 -2.704 0.00 0.04 0.02
H -0.019 2.181 -2.571 0.02 -0.03 0.01
H -0.142 1.206 -5.117 0.01 -0.03 0.01
H 0.953 -2.302 -5.220 0.00 -0.05 0.03
H 0.175 -0.997 -6.139 0.08 -0.03 -0.04
H -5.170 -3.751 -5.221 0.02 0.03 -0.01
H -6.056 -1.800 -6.482 0.02 0.01 0.00
H -4.573 0.029 -7.183 0.00 -0.02 0.01
H -2.162 0.003 -6.679 -0.01 -0.02 0.01

=====

3.
9
Properties=species:S:1:pos:R:3:forces:R:3 method="wB97M-V/def2-TZVPD" relative_energy_ev=4.454 multiplicity=1 total_energy_ha=-874.3921 e_lumo_ev="-0.19 / -1.55" gap_ev="9.034 / 7.744"
C 1.163 -1.432 0.239 -0.37 -3.93 1.36
C 1.130 -0.171 0.380 0.12 2.70 -0.37
C -1.803 1.159 -0.192 -1.52 -0.29 1.07
Cl 2.710 -2.225 -0.194 -0.79 -0.05 0.00
I 2.555 1.199 -0.090 -0.33 0.24 0.13
H 0.396 -2.156 0.695 1.15 1.18 -1.18
H -1.903 2.220 -0.290 0.36 0.62 0.48
H -2.435 0.683 0.610 1.07 0.44 -0.91
H -1.812 0.724 -1.158 0.31 -0.91 -0.58

=====

4.
71
Properties=species:S:1:pos:R:3:forces:R:3 method="wB97M-V/def2-TZVPD" multiplicity=1 charge=+1 total_energy_ha=-2032.2812 e_lumo_ev=-2.77 gap_ev=7.852
Sr 1.248 -1.140 -0.766 -1.17 -0.17 0.22
C -3.193 -0.643 -1.456 -0.05 0.01 0.06
C -2.397 0.389 -2.280 -0.16 0.07 -0.16
P -0.844 -0.365 -2.869 0.33 0.05 0.34
C -1.339 -1.376 -4.275 -0.08 -0.11 -0.12
C -1.680 -0.827 -5.509 -0.05 0.08 -0.04
C -2.128 -1.643 -6.534 0.02 -0.08 0.05
C -2.242 -3.015 -6.332 -0.01 0.00 0.00
C -1.902 -3.573 -5.110 0.03 0.16 -0.01
C -1.446 -2.751 -4.088 0.03 -0.16 -0.09
C 0.169 0.980 -3.560 0.01 0.11 -0.12
C -0.075 2.330 -3.315 -0.03 0.04 0.03
C 0.793 3.306 -3.791 0.08 -0.07 -0.05
C 1.915 2.945 -4.519 -0.01 -0.05 0.01
C 2.172 1.603 -4.771 0.01 0.01 -0.01
C 1.311 0.630 -4.292 -0.02 -0.05 0.02
C -2.870 -0.503 0.041 0.21 0.18 -0.19
P -3.023 -1.923 1.225 -0.21 0.07 0.22
C -4.191 -3.052 0.399 -0.13 0.01 -0.03
C -3.993 -4.428 0.337 0.06 -0.14 -0.05
C -4.971 -5.270 -0.177 0.03 0.09 0.03
C -6.172 -4.747 -0.626 -0.07 0.05 -0.01
C -6.400 -3.380 -0.537 0.08 -0.05 0.02
C -5.423 -2.544 -0.022 -0.07 -0.04 -0.04
C -1.398 -2.739 0.940 0.11 -0.04 -0.04
C -0.489 -2.692 1.993 0.12 0.00 0.06
C 0.802 -3.204 1.866 -0.09 0.00 -0.04
C 1.189 -3.811 0.678 -0.03 -0.08 0.01
C 0.280 -3.889 -0.382 0.09 -0.06 -0.14
C -0.994 -3.345 -0.253 0.02 0.00 -0.11
H -3.019 -1.661 -1.816 0.10 0.02 0.00
H -4.255 -0.480 -1.627 -0.05 0.02 0.06
H -2.173 1.253 -1.652 0.05 -0.01 -0.01
H -2.936 0.759 -3.158 -0.08 -0.09 0.11
H -1.596 0.242 -5.670 0.00 0.01 0.01
H -2.391 -1.215 -7.490 -0.01 0.03 -0.04
H -2.595 -3.648 -7.134 -0.01 -0.01 -0.03
H -1.987 -4.639 -4.952 -0.01 -0.04 0.00
H -1.165 -3.193 -3.139 0.00 0.03 0.03
H -0.945 2.643 -2.757 -0.05 -0.02 0.02
H 0.587 4.349 -3.599 -0.03 0.03 0.02
H 2.589 3.700 -4.899 0.00 0.05 0.01
H 3.039 1.320 -5.353 0.00 -0.02 -0.01
H 1.501 -0.414 -4.528 -0.01 -0.01 0.00
H -3.433 0.340 0.451 -0.08 -0.09 0.02
H -1.823 -0.199 0.179 -0.06 -0.01 -0.04
H -3.072 -4.864 0.705 0.03 0.01 0.00
H -4.797 -6.337 -0.213 0.02 -0.04 0.00
H -6.938 -5.399 -1.023 -0.01 -0.03 -0.01
H -7.345 -2.961 -0.855 -0.04 -0.01 -0.02
H -5.649 -1.490 0.071 0.09 0.10 0.01
H -0.769 -2.213 2.923 -0.03 0.00 0.01
H 1.486 -3.127 2.700 0.02 -0.01 0.01
H 2.175 -4.248 0.586 0.01 -0.02 -0.01
H 0.565 -4.390 -1.303 -0.03 -0.04 0.03
H -1.692 -3.414 -1.078 -0.05 -0.06 0.02
C 4.568 -3.145 -2.367 0.16 -0.02 -0.16
C 3.815 -1.856 -2.195 -0.09 0.13 0.59
O 3.527 -1.583 -0.775 0.77 -0.22 -0.79
H 4.746 -3.309 -3.429 0.03 -0.08 0.00
H 4.012 -3.993 -1.970 -0.06 0.01 0.00
H 5.537 -3.103 -1.871 0.02 0.03 0.00
H 2.833 -1.923 -2.698 0.21 0.02 0.12
H 4.324 -0.985 -2.607 0.09 -0.09 -0.05
H 4.346 -1.535 -0.270 0.04 -0.01 -0.04
B 0.937 0.381 3.838 -0.19 -0.09 -0.33
C 0.703 0.214 2.265 0.25 0.09 0.68
N 0.556 0.027 1.128 -0.10 0.61 0.25
H 0.851 1.566 4.080 0.02 -0.17 -0.01
H 2.039 -0.079 4.081 -0.11 0.06 -0.14
H 0.054 -0.275 4.370 0.10 0.11 -0.12

=====

5.
13
Properties=species:S:1:pos:R:3:forces:R:3 method="wB97M-V/def2-TZVPD" multiplicity=3 s2=2.0173 charge=+1 total_energy_ha=-396.2916 e_lumo_ev="-5.26 / -6.16" gap_ev="8.448 / 8.663"
O -0.272 -2.183 0.445 -3.30 -2.23 -0.14
C -1.087 -1.224 0.793 0.87 -0.52 -2.55
C -0.780 0.102 0.118 -1.25 1.14 0.71
O 0.588 0.064 -0.277 -5.39 8.57 -5.32
C 1.064 1.234 -0.939 0.31 0.93 -0.62
Pd 1.328 -1.212 0.550 9.72 -7.89 6.89
H -2.109 -1.517 0.490 -0.43 0.09 1.95
H -0.929 0.915 0.849 0.00 -0.02 -0.48
H -1.430 0.253 -0.757 0.20 -0.11 0.17
H 0.662 2.134 -0.455 0.15 -0.25 -0.06
H 2.155 1.219 -0.864 -0.26 0.07 -0.08
H 0.749 1.191 -1.990 0.13 0.06 0.27
H 0.061 -0.976 2.038 -0.74 0.16 -0.74

=====

Short version: maximum force = 5.25 1.21 4.17 1.20 14.29 eV/A, in the order given.